Molecular formula: C10H6Cl4
Method: DFT, wB97M-V/def2-TZVPD

Summary:
Energy relative to the best compared isomer or geometry (same formula, charge and spin), eV: 3.6451
Orbital gap, eV: 7.01
Structure (SMILES): ClC(Cl)=C/C=c1/ccccc1=C(Cl)Cl
Calculated total energy, a.u.: -2225.3021

Cartesian coordinates (Å):
1 Cl -0.40716 2.97196 0.60865
2 C 1.02801 2.23100 1.29706
3 Cl 2.32810 3.44715 1.50444
4 C 1.08566 1.04955 1.88209
5 C 0.14513 -0.02196 1.68765
6 C -0.22353 -0.53110 0.52484
7 C -1.02047 -1.77775 0.53605
8 C -1.71989 -2.08645 -0.58270
9 C -1.66471 -1.23770 -1.79267
10 C -0.73180 -0.24852 -1.82362
11 C 0.20115 -0.14890 -0.75371
12 C 1.37157 0.50677 -0.91270
13 Cl 2.75967 0.30766 0.01615
14 Cl 1.63890 1.42346 -2.38926
15 H 2.00243 0.89286 2.46954
16 H -0.32181 -0.46707 2.49695
17 H -1.25266 -2.25106 1.44868
18 H -2.43907 -2.86601 -0.70067
19 H -2.26231 -1.51470 -2.77265
20 H -0.51720 0.32081 -2.74410

Cartesian forces, eV/Å:
0.696 -0.675 -0.051
-0.519 2.477 1.217
-0.797 -1.000 -0.185
0.365 1.024 0.570
0.395 0.914 -0.312
-0.411 -3.366 1.041
-1.460 1.199 -1.830
-0.033 0.919 -0.722
0.289 -0.110 -1.247
-1.034 -0.752 -1.984
1.285 2.517 -0.705
0.026 -0.370 -2.021
1.089 -0.514 -0.574
0.348 -0.153 0.489
-0.500 -0.194 -0.249
-0.439 -0.760 1.912
0.132 -0.659 0.941
-0.129 -0.776 0.635
1.114 0.686 2.401
-0.418 -0.407 0.673

Let us look at the natural (NBO) charges, expressed in e, one per atom: Cl 0.03; C -0.04; Cl 0.00; C -0.29; C -0.18; C -0.02; C -0.18; C -0.21; C -0.20; C -0.19; C -0.18; C -0.03; Cl 0.11; Cl 0.02; H 0.26; H 0.22; H 0.21; H 0.21; H 0.23; H 0.24